# 1
{"formula": "C7H20GaINO2", "method": "the ωB97M-V functional and the def2-TZVPD basis", "largest_force_ev_per_a": 0.940, "charge": -1, "spin_multiplicity": 1, "total_energy_ev": -73645.69738, "species": ["C", "Ga", "I", "H", "H", "H", "H", "H", "C", "O", "C", "C", "N", "C", "C", "O", "C", "H", "H", "H", "H", "H", "H", "H", "H", "H", "H", "H", "H", "H", "H", "H"], "coordinates": [[3.1760, -4.8805, 1.2368], [1.2423, -4.2398, 1.2280], [-0.4835, -6.2305, 1.2041], [3.7386, -4.5181, 0.3771], [3.6579, -4.4412, 2.1156], [3.3029, -5.9578, 1.3431], [0.9746, -3.4109, -0.1064], [0.9642, -3.3774, 2.5524], [0.1301, 4.0449, -1.6637], [-0.2730, 3.7232, -0.3492], [-1.6736, 3.5130, -0.2063], [-1.9740, 2.0699, 0.1377], [-1.7020, 1.1950, -0.9935], [-1.7902, -0.2339, -0.6828], [-0.7729, -0.8169, 0.2907], [0.5476, -0.8222, -0.1993], [1.3063, 0.3392, 0.0429], [1.1943, 4.2734, -1.6312], [-0.0264, 3.2087, -2.3530], [-0.4063, 4.9234, -2.0384], [-2.2076, 3.8121, -1.1131], [-2.0160, 4.1517, 0.6143], [-3.0322, 1.9838, 0.4034], [-1.3789, 1.8067, 1.0227], [-0.7704, 1.3907, -1.3377], [-1.6876, -0.7750, -1.6260], [-2.7968, -0.4432, -0.3063], [-1.0286, -1.8694, 0.4421], [-0.8148, -0.3422, 1.2793], [1.0121, 0.8341, 0.9736], [1.2377, 1.0556, -0.7853], [2.3503, 0.0337, 0.1285]], "atomic_forces_ev_per_a": [[-0.1426, 0.0239, 0.4844], [0.7383, 0.5516, -0.1839], [-0.1453, -0.2527, 0.0378], [-0.0773, -0.1207, -0.2227], [-0.0128, 0.0479, 0.0779], [-0.0201, -0.1105, -0.1978], [-0.2029, -0.1896, -0.0112], [-0.1771, -0.0915, 0.0352], [0.0334, -0.0421, 0.1205], [-0.0089, 0.0364, -0.1752], [-0.0615, 0.0210, 0.2582], [0.1834, -0.0784, -0.1687], [-0.0300, 0.0568, 0.0801], [0.0420, 0.0366, -0.1567], [-0.1346, -0.3191, 0.1021], [0.0533, 0.4116, -0.1039], [0.0525, -0.1882, -0.0676], [0.0028, -0.0105, 0.0279], [-0.0479, 0.0483, -0.0576], [-0.0080, -0.0100, -0.0482], [0.0316, -0.0530, -0.0560], [0.0007, 0.0125, -0.0203], [-0.0026, -0.0260, 0.0260], [-0.0787, 0.0607, 0.0868], [0.0255, -0.0316, 0.0155], [-0.0090, -0.0368, 0.0179], [-0.0011, 0.0269, 0.0336], [0.0413, 0.0015, 0.0158], [0.0277, 0.0959, -0.0345], [-0.0293, 0.0445, -0.0077], [-0.0342, 0.0986, 0.0751], [-0.0091, -0.0142, 0.0172]]}

---

# 2
{"formula": "C7H20GeORhS4SbSi", "method": "the ωB97M-V functional and the def2-TZVPD basis", "largest_force_ev_per_a": 0.633, "charge": -2, "s2": 6.03, "spin_multiplicity": 5, "total_energy_ev": -126914.17767, "species": ["Rh", "S", "Sb", "S", "S", "S", "C", "Si", "C", "C", "O", "H", "H", "H", "H", "H", "H", "H", "H", "H", "C", "Ge", "C", "C", "C", "H", "H", "H", "H", "H", "H", "H", "H", "H", "H", "H"], "coordinates": [[-1.1663, 0.7842, -1.4738], [-4.5242, 1.6414, -3.9125], [-3.2672, -0.0314, -3.0378], [-0.8977, 0.1527, -3.6778], [-2.3248, 2.0904, -0.1866], [-4.0865, -2.1451, -3.2255], [-2.0737, -1.6840, 1.7941], [-0.7241, -2.0099, 0.5154], [0.7608, -2.6654, 1.4887], [-1.3173, -3.4073, -0.5825], [-0.2965, -0.6909, -0.2959], [-2.4211, -2.6155, 2.2506], [-2.9257, -1.1915, 1.3196], [-1.7160, -1.0251, 2.5909], [0.5013, -3.5922, 2.0103], [1.0990, -1.9384, 2.2322], [1.5992, -2.8749, 0.8196], [-1.6685, -4.2554, 0.0147], [-0.5099, -3.7548, -1.2331], [-2.1277, -3.0878, -1.2418], [0.6321, 1.8009, 1.8475], [1.5418, 1.9535, 0.1302], [2.7398, 0.4247, -0.1094], [2.7076, 3.5523, 0.2775], [0.4088, 2.1651, -1.4268], [1.3729, 1.7006, 2.6461], [-0.0180, 0.9278, 1.8304], [0.0132, 2.6775, 2.0407], [3.3235, 0.2393, 0.7959], [3.4288, 0.6029, -0.9377], [2.1256, -0.4469, -0.3295], [3.3735, 3.4699, 1.1405], [2.1005, 4.4521, 0.3947], [3.3180, 3.6670, -0.6205], [0.9993, 1.9357, -2.3187], [0.0197, 3.1784, -1.5298]], "atomic_forces_ev_per_a": [[-0.0644, 0.2357, 0.5844], [-0.0613, 0.0354, -0.0694], [0.1627, 0.0115, -0.2538], [-0.2815, -0.0839, -0.3538], [0.0231, 0.0900, 0.0133], [-0.0153, -0.1141, -0.0024], [-0.0035, 0.0565, 0.0006], [-0.0323, 0.2528, -0.1252], [0.0339, -0.0389, 0.0249], [0.0375, -0.0668, -0.0710], [0.1638, -0.3456, 0.3014], [-0.0206, -0.0183, 0.0150], [-0.0187, -0.0152, -0.0083], [0.0078, 0.0114, -0.0237], [0.0159, -0.0208, 0.0246], [-0.0031, 0.0242, -0.0078], [0.0139, -0.0065, -0.0110], [-0.0043, -0.0275, -0.0201], [0.0464, -0.0178, 0.0239], [-0.0641, 0.0298, 0.0403], [-0.0508, 0.0039, 0.0860], [-0.0231, -0.0905, -0.0827], [0.0669, -0.0162, 0.0270], [0.0272, 0.0488, 0.0216], [0.0223, 0.0483, -0.1525], [-0.0221, -0.0072, 0.0144], [0.0061, -0.0317, -0.0164], [0.0008, 0.0240, 0.0106], [0.0102, -0.0138, -0.0033], [0.0103, 0.0000, -0.0155], [-0.0128, -0.0157, -0.0002], [0.0156, 0.0064, 0.0052], [0.0024, 0.0216, 0.0049], [0.0068, 0.0053, -0.0119], [-0.0293, 0.0354, -0.0196], [0.0338, -0.0101, 0.0507]]}

---

# 3
{"formula": "C7H20KN4O7", "method": "the ωB97M-V functional and the def2-TZVPD basis", "largest_force_ev_per_a": 5.969, "charge": -1, "spin_multiplicity": 1, "total_energy_ev": -44205.22026, "e_above_lowest_kcal_mol": 0.0, "species": ["K", "C", "O", "O", "O", "C", "C", "O", "H", "H", "H", "H", "H", "H", "C", "C", "O", "H", "H", "H", "H", "H", "H", "C", "O", "N", "N", "H", "H", "H", "H", "C", "O", "N", "N", "H", "H", "H", "H"], "coordinates": [[-0.5546, 0.3053, 0.5741], [2.6103, 1.3417, 1.0176], [2.4246, 0.1199, 1.0811], [1.5925, 2.0477, 0.7546], [3.6510, 1.8634, 1.4090], [-1.9365, -3.2540, -0.9380], [-2.6253, -2.1285, -1.7698], [-1.8720, -0.9844, -1.6014], [-2.6183, -4.1026, -0.8808], [-1.7325, -2.9322, 0.0833], [-1.0290, -3.6461, -1.3970], [-3.6535, -1.9928, -1.4346], [-2.7208, -2.4910, -2.7934], [-2.3594, -0.2530, -1.9875], [-0.1365, 1.7020, -3.8688], [0.9285, 1.8487, -2.7129], [0.3261, 2.3923, -1.5707], [-1.0180, 1.0998, -3.6490], [0.3329, 1.1727, -4.6980], [-0.5597, 2.6737, -4.1234], [1.6956, 2.5143, -3.1088], [1.3087, 0.8508, -2.4943], [0.9399, 2.3660, -0.8330], [1.4338, -3.4592, 0.6802], [0.7776, -4.4396, 0.5113], [0.9456, -2.3473, 1.1297], [2.7076, -3.2673, 0.3555], [1.4945, -1.4995, 1.1298], [0.0495, -2.4160, 1.5907], [3.1182, -4.0221, -0.1753], [3.1947, -2.3834, 0.3158], [-1.0597, 2.6517, 3.3309], [-1.6225, 2.1926, 2.3493], [-1.7199, 3.0941, 4.3298], [0.2420, 2.8317, 3.3766], [-2.7042, 2.9023, 4.4500], [-1.1904, 3.4528, 5.1115], [0.6536, 3.5375, 3.9703], [0.6854, 2.6579, 2.4859]], "atomic_forces_ev_per_a": [[0.8412, 0.6549, -0.0104], [0.6481, 1.1961, 1.9188], [-0.8422, -5.6226, -0.5900], [-3.5830, 2.5449, -1.5147], [2.5822, 1.2116, 0.1342], [-0.9125, 0.2238, -0.6118], [0.0392, -2.4978, 0.9947], [0.4055, 1.2858, -0.1721], [-0.1007, -0.0767, 0.0756], [0.0846, 0.0447, -0.1424], [0.1008, 0.3905, 0.1015], [-0.1623, 0.1173, 0.3250], [0.3271, 0.2937, -0.4195], [0.1823, 0.2942, -0.1369], [0.4788, -0.0171, 0.9176], [-1.7383, -0.2693, -0.8466], [-1.3082, 0.0764, -1.3453], [0.1097, -0.2575, 0.6534], [0.0863, 0.4471, -0.3231], [0.3887, 0.1154, -0.3492], [0.3881, -0.1319, 0.0727], [0.4546, -0.0332, -0.0569], [1.0756, -0.1155, 1.6474], [0.8609, 1.3887, -0.7036], [-1.2031, -3.4933, -0.2899], [-2.8226, 2.7514, 1.8613], [3.1308, -1.7858, -1.4681], [0.3669, 1.0223, 0.4371], [0.2848, 0.1771, -0.0668], [0.0494, 0.2152, 0.1016], [-0.4654, 0.2338, 0.3266], [0.9328, -0.3851, -3.2904], [-0.8842, -1.4968, -1.2186], [-2.7374, 1.8667, 4.9649], [2.0668, 0.1800, 0.0748], [0.3895, 0.0573, -0.2037], [-0.4983, -0.1448, 0.0429], [-0.0206, -0.3033, -0.1473], [1.0045, -0.1582, -0.7429]]}

---

# 4
{"formula": "C7H20N4", "method": "the ωB97M-V functional and the def2-TZVPD basis", "largest_force_ev_per_a": 6.189, "charge": 2, "spin_multiplicity": 1, "total_energy_ev": -13520.03223, "smiles": "CC(C)NNC/[NH+]=[NH+]/C(C)C", "e_above_lowest_kcal_mol": 178.7, "species": ["C", "C", "C", "N", "N", "C", "N", "N", "C", "C", "C", "H", "H", "H", "H", "H", "H", "H", "H", "H", "H", "H", "H", "H", "H", "H", "H", "H", "H", "H", "H"], "coordinates": [[3.8564, -0.1956, -1.2176], [3.1367, 0.4934, -0.0164], [4.2451, 1.0918, 0.8612], [2.3916, -0.3946, 0.7302], [1.1220, -0.7208, 0.4993], [0.1927, 0.0612, -0.2774], [-1.1203, 0.1505, 0.2175], [-2.4086, 0.0213, -0.9949], [-3.6181, -0.2495, -0.4619], [-4.4631, 0.9425, 0.0724], [-3.5088, -1.5012, 0.3796], [4.5768, -0.7334, -0.6707], [3.1014, -1.0102, -1.6023], [4.2843, 0.3634, -2.0336], [2.5428, 1.2637, -0.3950], [3.8733, 1.6846, 1.7036], [4.8959, 1.9066, 0.3848], [4.8239, 0.3935, 1.2970], [2.8353, -0.5912, 1.6039], [0.7949, -1.5493, 1.0459], [0.5326, 1.0884, -0.3059], [0.2442, -0.2882, -1.3197], [-1.1904, -0.6528, 0.7903], [-2.2170, 0.8474, -1.5892], [-4.1053, -0.6088, -1.3684], [-4.5761, 0.7186, 1.1065], [-4.0738, 1.8897, -0.0741], [-5.5385, 1.0475, -0.1173], [-4.5435, -1.8959, 0.4165], [-3.1862, -1.2771, 1.4349], [-2.9002, -2.2959, -0.0987]], "atomic_forces_ev_per_a": [[-3.0736, -2.6242, 0.1766], [3.2234, 2.0663, -1.8776], [-1.5040, 4.3566, -0.6942], [-1.4692, -0.4744, 0.2818], [0.0334, -1.5794, 1.8621], [1.7971, 1.4393, -2.5518], [-3.2836, -0.3126, -2.3504], [5.6423, 1.6256, 1.9555], [-1.4939, -0.5779, 0.2802], [-1.4372, -1.4984, 0.7634], [-1.0681, -0.5610, 1.2037], [1.4533, -0.9767, -0.1222], [1.5213, 1.5191, 0.1596], [-0.1682, 0.6127, 0.1466], [-1.2303, 1.3676, -0.5360], [-0.5736, -0.1723, 0.0212], [-0.9064, -1.6643, -0.0478], [2.2997, -2.6960, 1.0720], [-0.3303, -1.0439, 0.9831], [0.3998, 0.9500, -0.6353], [0.6475, 0.2492, -0.0299], [-0.2885, 0.0066, 0.0832], [-1.4463, -1.0995, 1.1305], [-0.4311, -0.3419, 0.2044], [-0.5617, 0.0042, -0.9367], [0.6350, 0.1484, 1.3272], [1.2444, 1.6969, -0.3132], [0.2860, -0.7319, -1.2326], [0.6020, -0.0189, 0.3972], [-0.3116, -0.2937, -0.9988], [-0.2079, 0.6244, 0.2780]]}

---

# 5
{"formula": "C7H20NO2", "method": "the ωB97M-V functional and the def2-TZVPD basis", "largest_force_ev_per_a": 4.768, "s2": 0.75, "spin_multiplicity": 2, "total_energy_ev": -13162.38235, "e_above_lowest_kcal_mol": 22.9, "species": ["C", "C", "C", "C", "C", "C", "C", "N", "H", "H", "H", "H", "H", "H", "H", "H", "H", "H", "H", "H", "H", "H", "H", "H", "H", "H", "O", "H", "H", "O"], "coordinates": [[-0.0311, -2.2224, -2.2272], [-0.3440, -1.4617, -0.8994], [-0.4187, 0.0255, -1.0333], [0.0677, 0.8386, 0.1800], [-0.7121, 1.7856, 0.6645], [1.4523, 0.4893, 0.6515], [1.6697, 0.5979, 2.1820], [-1.5773, -1.9048, -0.2800], [-0.3391, -3.2721, -2.2003], [-0.3027, -1.6320, -3.1760], [1.0196, -2.2838, -2.3397], [0.5018, -1.5944, -0.0526], [0.2896, 0.2393, -1.8542], [-1.2962, 0.4108, -1.5778], [-0.3884, 2.4455, 1.3779], [-1.7090, 2.1609, 0.3039], [1.8033, -0.4711, 0.3132], [2.1282, 1.2086, 0.1225], [1.3176, 1.5699, 2.5958], [0.9778, -0.0512, 2.7852], [2.6547, 0.3552, 2.6237], [-1.6148, -2.9245, -0.0736], [-2.3785, -1.7907, -1.0033], [-1.8452, -1.4107, 0.5524], [-2.1444, 0.2553, 2.6900], [-1.0190, -0.6083, 2.4198], [-1.8937, -0.5776, 2.2396], [0.9537, 3.4519, -2.3317], [1.8721, 3.5241, -1.0412], [1.3062, 2.8467, -1.6114]], "atomic_forces_ev_per_a": [[-0.7336, 1.0115, -0.1631], [2.9139, -0.0934, 0.9083], [1.7172, 1.6942, -0.7424], [-0.3907, -3.6829, -1.3756], [-2.8459, 1.7810, -0.4216], [0.3025, 1.4799, 0.5279], [-1.2361, 0.0900, 1.2610], [-3.0933, -2.5319, -2.3598], [-0.4521, 0.2118, -0.2747], [-0.3705, -1.0401, 1.5244], [1.2710, 0.0594, 0.1807], [-1.9093, -0.3348, -2.0670], [0.5429, 0.0778, -0.0114], [-0.4463, -0.2470, 0.8719], [1.1152, 1.4674, 1.9562], [1.0399, -1.0118, -0.2110], [0.0180, -0.4214, -0.1576], [0.1432, -0.0637, 0.3693], [0.7015, -0.2123, -0.6273], [0.3460, -0.1376, -0.8248], [-0.1827, 0.3224, -0.8015], [0.3057, 0.7705, 0.0224], [1.3901, 0.0808, 1.5194], [-0.1143, 1.1235, 1.2317], [-0.1560, -0.3839, -0.7627], [4.7167, -0.1927, 0.6723], [-4.6695, 0.1943, -0.0498], [0.5180, -1.0687, 1.1765], [-1.6838, -2.1002, -1.5011], [1.2428, 3.1579, 0.1295]]}

---

# 6
{"formula": "C7H20NO3", "method": "the ωB97M-V functional and the def2-TZVPD basis", "largest_force_ev_per_a": 6.711, "charge": 1, "spin_multiplicity": 1, "total_energy_ev": -15206.83198, "e_above_lowest_kcal_mol": 63.2, "species": ["C", "C", "C", "C", "C", "C", "C", "N", "H", "H", "H", "H", "H", "H", "H", "H", "H", "H", "H", "H", "H", "H", "H", "H", "O", "H", "H", "O", "H", "H", "O"], "coordinates": [[1.9323, -0.6372, -0.0449], [0.6971, -0.5756, 0.8119], [-0.5542, -0.8044, 0.0637], [-2.5132, 0.2204, -0.8907], [-1.5447, 0.3304, 0.0239], [-1.3581, 1.5797, 0.8442], [-1.8329, 1.7506, 2.0895], [1.7597, 0.3656, -1.2199], [1.9556, -1.7172, -0.5693], [2.8989, -0.6007, 0.4399], [0.9166, -1.4072, 1.5824], [0.5377, 0.3455, 1.4571], [-1.0349, -1.5340, 0.7342], [-0.4746, -1.2111, -0.9121], [-3.4034, 0.9690, -0.9078], [-2.7714, -0.6317, -1.4069], [-0.8844, 2.3209, 0.2706], [-2.2205, 0.7732, 2.5294], [-1.9945, 2.6055, 2.6841], [2.5869, 0.1031, -1.9150], [1.9486, 1.3408, -0.7367], [0.8856, 0.2992, -1.7562], [4.1954, 2.5010, -0.7877], [3.5931, 2.2967, 0.6288], [3.5808, 2.0855, -0.3209], [-1.6564, -2.1940, 3.1409], [-2.6014, -3.1434, 2.5268], [-2.0135, -2.3898, 2.1798], [-0.3162, -0.4624, -4.0975], [-0.4817, -1.6335, -3.0504], [0.1677, -0.9450, -3.3912]], "atomic_forces_ev_per_a": [[-1.2874, -2.4649, -2.4757], [1.9419, -0.2602, 2.5789], [-1.6687, -0.5339, 2.0106], [-2.2063, 3.6209, 2.1082], [0.0454, 0.1636, -1.0291], [-1.0867, -0.7040, 0.9294], [-0.4421, -3.4608, -1.0428], [3.6286, 0.3770, 0.5325], [-0.2118, 2.3521, 1.0326], [0.1353, 0.9152, -0.0629], [-0.6224, 1.1156, -1.0144], [0.8188, -0.7881, -0.8350], [-0.2514, -0.0815, -0.9248], [0.3978, -0.5936, -0.7562], [1.8968, -1.0229, 0.0030], [0.1804, -1.9876, -1.2836], [0.4262, 1.4756, -0.4288], [0.1695, 1.4973, -0.3632], [0.5032, 1.0757, 0.2893], [-2.2650, 1.3231, 1.6616], [-0.1497, -1.9439, -1.9015], [-0.0258, -0.3417, 0.2915], [4.2853, 3.1126, -2.6839], [0.5311, 0.2538, -0.7544], [-4.6551, -3.0825, 3.7246], [-0.5429, 0.0364, -2.8667], [0.8325, 1.3053, -1.4871], [-0.4232, -1.4833, 4.6760], [0.3692, -0.5472, 0.6295], [1.1413, 1.2977, -0.8400], [-1.4645, -0.6260, 0.2824]]}